(1)
Formula: C16H44FN4O4Pd
Source: the Open Molecules 2025 dataset
Level of theory: the ωB97M-V functional and the def2-TZVPD basis

Output
Strongest force on any atom: 2.748 eV/Å
2S+1: 3
M: 482.0 g/mol
Energy relative to the best compared isomer or geometry (same formula, charge and spin): 202.9 kJ/mol
Frontier orbital gap (spin up / spin down): 8.8626 / 9.4721 eV
Net charge: +1

```
70
Properties=species:S:1:pos:R:3:forces:R:3:mulliken_charge:R:1
Pd -31.1701 -29.7634 15.7246 1.329 1.084 0.076 0.54
F -30.6866 -27.7971 16.5584 -0.228 -1.001 -0.542 -0.76
C -33.7603 -33.1507 15.1182 -1.531 -0.289 0.808 -1.41
C -33.2606 -31.7186 15.3677 0.157 -1.135 0.980 1.65
C -33.6770 -31.0570 16.7576 0.740 -1.263 -1.789 -0.78
O -33.1330 -29.7090 16.7528 -1.692 -1.422 0.610 0.30
C -33.5912 -28.9532 17.8656 -0.841 1.754 -0.498 -1.02
N -31.7651 -31.8767 15.3880 -1.430 1.001 -0.744 -0.14
H -34.8493 -33.1312 15.0750 -0.151 -0.249 -0.182 0.43
H -33.5118 -33.8945 15.8751 0.074 0.488 0.696 0.14
H -33.3988 -33.7108 14.2558 0.140 0.933 -0.654 0.41
H -33.7287 -31.0863 14.6133 0.876 0.118 -0.328 -1.18
H -33.2893 -31.6719 17.5699 0.407 0.236 0.191 0.32
H -34.7571 -31.1854 16.8280 -0.253 1.013 0.012 0.64
H -33.1681 -29.2074 18.8374 0.071 -0.185 -0.219 0.27
H -34.6776 -28.8658 17.8763 -0.383 -1.286 0.304 0.39
H -33.4820 -27.8948 17.6294 1.368 -0.017 0.114 0.26
H -31.7394 -32.5405 16.1488 0.950 -0.126 0.534 0.29
H -31.5221 -32.4331 14.5808 0.265 0.216 -0.429 0.38
C -33.5765 -27.0436 14.4393 -1.194 -1.359 -0.242 -1.61
C -33.4978 -28.4642 13.8004 -0.145 1.296 -0.144 0.72
C -34.1645 -28.5628 12.3842 1.176 0.370 1.887 -0.94
O -33.9722 -29.9174 11.9637 0.429 1.988 -0.787 -0.35
C -35.1509 -30.6564 11.7930 0.798 -0.859 0.886 -0.74
N -32.1031 -28.9307 13.7131 -0.298 -0.457 -0.406 -0.14
H -34.6448 -26.8273 14.4401 -0.126 0.359 0.152 0.43
H -33.0995 -26.2441 13.8725 0.303 -0.284 -0.026 0.41
H -33.2557 -27.0575 15.4810 0.366 0.056 -0.205 0.19
H -34.0206 -29.2249 14.3803 -0.080 0.440 0.450 -0.18
H -33.6132 -27.8264 11.7996 -0.071 -0.324 -0.809 0.34
H -35.1934 -28.2163 12.4805 -0.219 -0.446 -0.282 0.49
H -34.7801 -31.5793 11.3471 -0.617 0.001 -0.461 0.26
H -35.9308 -30.1386 11.2347 0.058 -0.172 -0.012 0.32
H -35.4230 -30.9294 12.8126 -1.073 -0.085 0.001 0.29
H -31.5199 -28.2460 13.2535 0.234 0.800 0.433 0.28
H -32.2255 -29.5616 12.9340 0.618 -1.279 0.051 0.36
C -28.3400 -31.3826 18.5233 1.594 -1.018 0.330 -2.03
C -29.5506 -31.7724 17.7394 0.132 -1.534 0.212 1.14
C -30.2855 -33.0371 18.2987 0.843 -0.201 0.134 -1.47
O -31.5358 -33.3877 17.6818 0.270 -0.730 0.499 -0.53
C -32.0432 -34.6609 18.1910 -0.106 0.731 0.182 -1.00
N -30.4245 -30.6638 17.8188 -1.968 1.269 -0.023 -0.07
H -27.8073 -30.5841 18.0069 0.021 -0.108 -0.188 0.34
H -27.6901 -32.2554 18.5877 0.438 0.150 0.118 0.44
H -28.4783 -31.0005 19.5347 -0.579 -0.263 0.096 0.49
H -29.2072 -31.9544 16.7210 -0.270 -0.110 -0.255 -0.10
H -30.4435 -32.8472 19.3604 -0.253 0.092 0.303 0.50
H -29.6346 -33.9108 18.2642 0.262 -0.020 -0.205 0.49
H -32.1479 -34.6148 19.2749 0.146 0.111 0.109 0.36
H -31.4238 -35.5235 17.9454 0.297 0.243 -0.231 0.35
H -33.0463 -34.8306 17.7998 0.161 0.244 -0.222 0.36
H -31.1601 -31.0071 18.4197 -0.964 0.379 -0.237 0.22
H -30.0222 -29.9602 18.4216 0.223 0.664 -0.430 0.28
C -27.3814 -28.8759 15.6258 -0.548 -0.182 1.224 -1.56
C -28.2833 -28.9317 14.4105 1.497 0.867 -1.448 0.16
C -27.4120 -29.2348 13.1260 0.471 2.626 0.655 -0.98
O -28.2219 -29.4311 12.0265 -1.158 -1.406 -1.035 -0.31
C -27.5479 -29.9465 10.8684 -0.050 0.813 0.417 -0.79
N -29.2582 -30.0105 14.4597 0.720 -0.408 1.064 0.08
H -26.9738 -29.8370 15.9393 0.279 -0.393 -0.564 0.34
H -27.9894 -28.6191 16.4932 -0.226 0.420 0.005 0.33
H -26.5561 -28.1642 15.6078 -0.164 0.037 -0.458 0.51
H -28.8234 -27.9860 14.3653 0.173 0.115 -0.435 0.29
H -26.6356 -29.9845 13.2787 -0.277 -0.674 0.214 0.39
H -26.8685 -28.3316 12.8485 0.580 0.354 0.634 0.54
H -28.2621 -29.9143 10.0456 0.018 -0.416 0.190 0.24
H -27.1120 -30.9252 11.0686 -0.259 -0.208 -0.123 0.33
H -26.7315 -29.2807 10.5887 0.171 0.155 0.050 0.33
H -28.5916 -30.6783 14.8200 -0.597 -1.332 0.470 0.23
H -29.3145 -30.2824 13.4886 -0.903 -0.187 -0.477 0.23
```
Forces are in eV/Å.

(2)
Formula: C16H27B3N2O8P
Source: the Open Molecules 2025 dataset
Level of theory: the ωB97M-V functional and the def2-TZVPD basis

Output
Strongest force on any atom: 2.506 eV/Å
M: 438.8 g/mol
Frontier orbital gap: 7.0869 eV
Net charge: -1

```
57
Properties=species:S:1:pos:R:3:forces:R:3:mulliken_charge:R:1
C 1.9924 -3.4649 3.4637 -0.067 0.862 0.633 -0.31
C 1.7832 -2.4473 2.8391 -0.611 -0.649 -0.770 -1.49
C 1.2764 -1.3404 1.9271 0.528 1.301 0.290 0.96
B 0.0047 -0.7384 2.6920 -0.771 -0.406 0.369 0.10
O -0.0259 0.4937 3.3762 -0.074 -0.367 -0.851 -0.60
C -1.3359 -1.6169 2.6718 0.543 -0.164 0.057 -0.31
C -2.3333 -0.9168 1.6865 0.651 -0.128 0.528 -0.83
O 0.8847 -1.7084 0.6094 0.231 0.373 1.157 -0.53
B 2.1915 -1.9727 -0.0696 0.533 -1.484 -1.948 1.92
C 2.4166 -1.3018 -1.5714 -0.151 0.777 -0.155 -1.15
C 2.2599 -3.6119 -0.2877 -0.118 -0.537 0.255 -0.75
B 1.2772 -4.1358 -1.4247 1.097 -0.082 0.266 0.55
O 1.6391 -5.3188 -2.1042 -0.535 0.861 -0.062 -0.56
O 0.0804 -3.4867 -1.8094 0.285 -0.431 -0.213 -0.53
O 3.2758 -1.3661 0.7796 -0.602 0.321 1.282 -0.71
C 2.5138 -0.4393 1.5737 0.928 -1.765 -0.404 -0.17
P 3.5363 0.3300 2.9058 0.792 2.012 -0.249 0.91
O 3.7660 1.7827 2.5871 -0.184 -0.966 0.394 -0.78
O 4.9938 -0.4026 3.0343 -1.287 -0.023 0.107 -0.53
O 2.8178 0.2519 4.3758 0.548 -0.543 -0.891 -0.49
H 2.1624 -4.1979 4.2374 0.006 0.209 -0.657 0.53
H -0.2288 1.2131 2.7648 0.238 0.084 0.245 0.30
H -1.1069 -2.6456 2.3372 -0.114 0.491 0.008 0.21
H -1.7235 -1.7006 3.7063 -0.114 0.159 -0.481 0.37
H -1.7272 -0.4644 0.8768 -0.568 -0.196 0.132 0.04
H -2.8615 -0.1205 2.2363 0.014 -0.247 -0.440 0.31
H -3.0384 -1.6412 1.2485 0.176 0.448 0.152 0.32
H 1.4857 -1.1110 -2.1501 0.360 0.018 0.198 0.16
H 3.0831 -1.9162 -2.2149 -0.339 0.130 0.376 0.20
H 2.9620 -0.3376 -1.4441 -0.447 -0.297 -0.245 0.18
H 3.3000 -3.9515 -0.4891 -0.520 0.007 -0.027 0.13
H 1.9429 -4.1604 0.6347 0.223 0.383 -0.302 0.00
H 1.0557 -5.4276 -2.8683 -0.027 -0.166 0.234 0.28
H 0.2074 -2.9290 -2.5838 -0.006 0.036 0.172 0.27
H 2.2950 0.3669 0.8435 -0.511 0.253 1.027 0.40
H 5.6040 0.3102 3.2750 -0.040 -0.078 -0.135 0.31
H 2.9129 1.1443 4.7416 -0.161 -0.099 -0.114 0.31
N -2.5148 0.9458 -2.0703 -0.097 0.046 -0.065 0.13
C -3.6166 1.6362 -2.5057 0.028 0.018 -0.039 -0.40
C -4.5522 0.7187 -2.9070 -0.001 0.066 -0.010 -0.60
C -3.9950 -0.5724 -2.7016 0.024 0.010 0.009 -0.69
C -2.7394 -0.3973 -2.1829 0.157 -0.127 0.000 -0.56
H -1.6692 1.3570 -1.7178 -0.017 -0.124 0.123 0.25
H -3.6407 2.7130 -2.4911 -0.086 -0.027 0.055 0.35
H -5.5289 0.9478 -3.3017 0.020 0.007 0.015 0.39
H -4.4631 -1.5208 -2.9084 0.021 0.015 0.021 0.42
H -1.9868 -1.1097 -1.8827 -0.033 -0.013 0.030 0.70
N -1.4965 4.3788 -2.2196 0.069 0.095 0.064 -0.02
C -2.3049 5.4191 -2.5895 -0.056 -0.044 -0.023 -0.39
C -1.9658 6.5059 -1.8270 -0.047 -0.003 -0.059 -0.49
C -0.9086 6.1064 -0.9670 0.052 -0.032 0.032 -0.50
C -0.6398 4.7900 -1.2344 -0.002 -0.063 0.013 -0.49
H -1.5258 3.4562 -2.6138 0.042 0.068 -0.106 0.25
H -3.0486 5.2960 -3.3594 0.014 0.019 0.021 0.38
H -2.4242 7.4800 -1.8807 0.008 -0.024 -0.005 0.40
H -0.4025 6.7156 -0.2361 -0.005 -0.026 -0.015 0.40
H 0.0838 4.1134 -0.8102 0.000 0.041 0.001 0.48
```
Forces are in eV/Å.

(3)
Formula: C18H41N2NdO2P3
Source: the Open Molecules 2025 dataset
Level of theory: the ωB97M-V functional and the def2-TZVPD basis

Output
Strongest force on any atom: 2.268 eV/Å
2S+1: 4
M: 554.7 g/mol
Energy relative to the best compared isomer or geometry (same formula, charge and spin): 0.0 kJ/mol
Frontier orbital gap (spin up / spin down): 6.9013 / 7.6064 eV
Net charge: +3

```
67
Properties=species:S:1:pos:R:3:forces:R:3:mulliken_charge:R:1
Nd -0.2128 -0.0589 0.2160 -0.167 1.121 1.964 0.74
P 0.6401 -2.6443 -0.3227 0.142 -1.582 -0.830 1.01
P 2.6516 -0.2492 1.4903 1.280 0.108 0.466 0.74
P -3.1828 0.3436 0.1680 -1.943 0.283 -0.156 0.79
H 1.9134 3.1434 0.0793 -0.321 0.488 0.117 0.41
C 0.8587 3.3965 0.2471 -0.561 -0.597 0.161 -0.72
C 0.3486 3.6818 1.4598 0.032 -0.640 -0.407 -0.47
H 0.9761 3.7504 2.3572 -0.262 -0.003 -0.399 0.31
C 1.5405 -2.3346 -1.9004 0.120 0.176 -0.215 -0.79
C 1.5851 -3.9625 0.4883 0.244 -0.032 0.538 -1.50
C -0.7874 -3.6236 -0.9136 -0.450 0.333 0.240 -1.38
C 3.0973 1.2151 2.5008 -0.213 0.496 -0.005 -1.06
C 3.0140 -1.5235 2.7596 -0.329 -0.452 0.038 -1.05
C 4.2218 -0.3517 0.5349 -0.319 -0.081 -0.437 -1.45
C -3.8287 1.8709 0.9772 0.612 0.651 0.180 -1.15
C -4.4615 -0.6986 0.9832 0.353 -0.879 0.220 -1.26
C -3.7672 0.3872 -1.6040 0.334 0.084 -0.050 -1.20
H 0.2050 3.3716 -0.6429 0.390 0.146 0.471 0.34
H -0.7362 3.8175 1.5865 0.596 0.305 -0.070 0.30
H 1.0213 -2.8603 -2.7160 0.183 0.208 0.209 0.47
H 2.5644 -2.7332 -1.8342 -0.281 0.297 -0.029 0.48
H 1.5767 -1.2590 -2.1664 0.215 -0.691 0.120 -0.16
H 1.5005 -4.8988 -0.0887 0.095 0.435 0.147 0.46
H 1.1679 -4.1264 1.4888 0.044 -0.120 -0.187 0.42
H 2.6362 -3.6821 0.6193 -0.189 -0.139 -0.172 0.41
H -0.4169 -4.4462 -1.5420 -0.245 0.231 0.166 0.48
H -1.4930 -2.9933 -1.4770 0.177 -0.295 -0.023 0.42
H -1.3251 -4.0155 -0.0377 0.131 -0.064 -0.309 0.42
H 4.1945 1.2607 2.5713 -0.378 0.016 0.023 0.45
H 2.6958 1.1449 3.5203 -0.033 0.047 -0.311 0.40
H 2.7323 2.1339 2.0269 0.193 -0.121 0.239 0.13
H 4.0913 -1.5193 2.9751 -0.285 0.072 -0.070 0.42
H 2.7390 -2.5189 2.3997 0.128 0.113 0.185 0.15
H 2.4634 -1.3268 3.6875 0.213 -0.033 -0.341 0.35
H 5.0678 -0.2684 1.2352 -0.309 -0.072 -0.295 0.50
H 4.2539 0.4926 -0.1715 0.172 -0.375 0.089 0.43
H 4.2857 -1.3112 -0.0039 0.083 0.423 0.058 0.34
H -4.6723 2.3132 0.4283 0.392 -0.100 0.007 0.41
H -3.0283 2.6032 1.1390 -0.356 0.156 -0.258 0.16
H -4.2017 1.5992 1.9747 0.213 0.068 -0.365 0.41
H -5.4430 -0.5968 0.4942 0.455 -0.086 -0.017 0.38
H -4.5756 -0.3510 2.0149 0.101 -0.165 -0.213 0.41
H -4.1426 -1.7445 1.0386 -0.399 0.035 -0.206 0.36
H -4.7600 0.8577 -1.6929 0.287 -0.303 0.220 0.44
H -3.8060 -0.6416 -2.0079 -0.067 0.417 0.261 0.37
H -3.0845 0.9613 -2.2514 -0.183 -0.221 0.305 0.28
C -0.2424 1.1600 -3.2772 -0.009 0.528 -0.982 1.19
C 0.4566 0.4391 -4.2349 -0.558 -0.125 0.087 -0.44
C 0.1731 0.6943 -5.5697 0.132 -0.015 -0.068 -0.70
C -0.7007 1.7211 -5.9219 -0.133 0.068 0.103 -0.65
C -1.4206 2.4135 -4.9435 0.418 -0.256 0.291 -0.79
C -1.1678 2.1542 -3.5840 -0.033 -0.563 -0.250 -0.49
O 0.0521 0.8701 -1.9087 1.073 -0.431 0.624 0.06
H 1.0134 0.6269 -1.8764 -0.600 0.644 -0.652 0.18
H 1.1452 -0.3624 -3.9636 -0.146 0.274 -0.098 0.11
H 0.6211 0.0496 -6.3254 0.048 0.434 0.074 0.43
H -0.8025 1.9840 -6.9699 -0.263 -0.155 0.133 0.43
H -2.1820 3.1413 -5.2244 0.349 -0.090 0.089 0.42
H -1.7320 2.6603 -2.8050 0.223 0.067 -0.098 0.53
N 0.2481 -0.9837 4.4985 -0.667 0.525 -0.176 -0.40
C -0.1914 0.0966 3.8004 0.425 0.300 0.623 0.43
N -0.3475 1.2346 4.5031 -0.084 -0.572 -0.373 -0.33
O -0.3432 0.0589 2.5254 -0.189 -0.199 0.666 -0.27
H 0.2581 -0.9567 5.5215 -0.059 -0.056 -0.604 0.22
H 0.0830 -1.8852 4.0825 0.155 -0.105 0.011 0.24
H -0.7741 2.0348 4.0676 0.110 0.061 -0.064 0.21
H -0.2638 1.2441 5.5167 -0.085 0.007 -0.395 0.23
```
Forces are in eV/Å.